{"formula": "C18H48NO21S6", "method": "ωB97M-V/def2-TZVPD", "symbols": ["N", "O", "O", "O", "O", "S", "O", "O", "C", "C", "C", "H", "H", "H", "H", "H", "H", "H", "H", "O", "S", "O", "O", "C", "C", "C", "H", "H", "H", "H", "H", "H", "H", "H", "O", "S", "O", "O", "C", "C", "C", "H", "H", "H", "H", "H", "H", "H", "H", "O", "S", "O", "O", "C", "C", "C", "H", "H", "H", "H", "H", "H", "H", "H", "O", "S", "O", "O", "C", "C", "C", "H", "H", "H", "H", "H", "H", "H", "H", "O", "S", "O", "O", "C", "C", "C", "H", "H", "H", "H", "H", "H", "H", "H"], "positions_angstrom": [[0.20, -0.29, 0.47], [0.68, 0.09, 1.58], [0.05, 0.51, -0.46], [-0.14, -1.49, 0.34], [4.89, -2.80, 4.65], [4.01, -2.40, 3.58], [4.54, -2.14, 2.29], [2.88, -3.54, 3.49], [1.83, -3.42, 2.50], [0.51, -3.04, 3.13], [3.05, -0.99, 4.10], [1.70, -4.43, 2.09], [2.09, -2.77, 1.67], [0.59, -2.19, 3.82], [0.06, -3.88, 3.68], [-0.16, -2.73, 2.33], [2.43, -1.26, 4.95], [2.44, -0.77, 3.21], [3.70, -0.16, 4.36], [2.00, -1.84, -2.39], [3.20, -1.75, -1.63], [3.55, -2.77, -0.67], [4.47, -1.65, -2.64], [5.77, -1.65, -2.09], [6.53, -0.39, -2.41], [3.31, -0.13, -0.82], [6.31, -2.53, -2.44], [5.74, -1.76, -1.00], [6.03, 0.51, -2.01], [6.60, -0.18, -3.48], [7.52, -0.37, -1.97], [4.31, 0.03, -0.43], [2.54, -0.14, -0.06], [3.08, 0.56, -1.62], [-1.47, 3.12, 4.63], [-0.84, 2.00, 5.25], [-0.54, 1.96, 6.65], [-1.78, 0.70, 5.00], [-1.98, 0.24, 3.65], [-3.46, 0.00, 3.46], [0.64, 1.60, 4.35], [-1.39, -0.66, 3.48], [-1.62, 0.96, 2.91], [-3.88, -0.73, 4.15], [-3.67, -0.39, 2.46], [-3.97, 0.94, 3.67], [1.40, 2.31, 4.68], [0.43, 1.66, 3.28], [0.92, 0.56, 4.49], [-0.54, 2.50, -2.89], [0.17, 3.73, -3.03], [0.81, 4.11, -4.26], [-0.84, 4.93, -2.67], [-0.34, 6.31, -2.71], [-1.09, 7.06, -3.78], [1.31, 3.87, -1.62], [0.74, 6.28, -2.84], [-0.52, 6.64, -1.68], [-2.06, 6.61, -3.95], [-0.52, 7.09, -4.70], [-1.32, 8.08, -3.44], [2.31, 3.61, -1.96], [1.00, 3.08, -0.93], [1.28, 4.87, -1.22], [0.43, -5.75, -2.59], [-0.63, -5.04, -1.95], [-1.22, -3.93, -2.65], [-1.76, -6.10, -1.59], [-3.11, -5.63, -1.39], [-4.06, -6.36, -2.31], [-0.09, -4.56, -0.32], [-3.17, -4.55, -1.50], [-3.37, -5.88, -0.36], [-3.80, -6.22, -3.36], [-5.05, -5.91, -2.18], [-4.12, -7.43, -2.12], [0.84, -4.01, -0.46], [0.19, -5.46, 0.23], [-0.83, -3.97, 0.21], [-4.59, 1.57, 0.55], [-3.68, 2.02, -0.45], [-3.11, 1.10, -1.40], [-4.42, 3.22, -1.27], [-4.05, 3.33, -2.66], [-4.87, 2.36, -3.47], [-2.29, 2.90, 0.28], [-2.99, 3.21, -2.83], [-4.31, 4.32, -3.05], [-4.65, 1.30, -3.33], [-4.65, 2.52, -4.54], [-5.94, 2.52, -3.35], [-1.72, 2.15, 0.82], [-2.73, 3.63, 0.96], [-1.71, 3.37, -0.49]], "mulliken_charge": [0.42, -0.45, -0.36, -0.45, -0.68, 1.15, -0.54, -0.47, 0.37, -0.69, -0.87, 0.12, -0.04, 0.12, 0.47, 0.09, 0.42, 0.11, 0.49, -0.59, 1.29, -0.66, -0.42, -0.18, -1.12, -0.25, 0.37, 0.23, 0.25, 0.32, 0.36, 0.32, -0.39, 0.37, -0.62, 1.19, -0.65, -0.41, 1.55, -1.48, -0.41, -0.33, -0.43, 0.37, 0.38, 0.36, 0.51, 0.09, -0.08, -0.44, 1.14, -0.71, -0.26, -0.34, -1.19, -0.71, 0.43, 0.38, 0.23, 0.31, 0.37, 0.39, 0.04, 0.36, -0.67, 1.25, -0.60, -0.32, -0.22, -1.25, -0.66, 0.42, 0.28, 0.30, 0.36, 0.31, 0.04, 0.46, 0.29, -0.64, 1.12, -0.50, -0.40, 0.24, -1.29, 0.44, -0.05, 0.35, 0.33, 0.38, 0.32, -0.45, 0.46, -0.43], "energy_ha": -4738.44945, "lumo_ev": 1.921, "charge": -1, "molar_mass_g_mol": 806.97, "homo_energy_ha": -0.2303}